# 1
{"formula": "C24H31N3O3PTeTi", "method": "ωB97M-V with the def2-TZVPD basis set", "charge": 1, "symbols": ["Ti", "C", "C", "C", "C", "N", "C", "C", "C", "C", "C", "C", "N", "C", "C", "C", "C", "C", "N", "H", "H", "H", "H", "H", "H", "H", "H", "H", "H", "H", "C", "C", "O", "P", "O", "Te", "O", "C", "C", "H", "H", "H", "H", "H", "H", "H", "H", "H", "H", "C", "C", "C", "C", "C", "H", "H", "H", "H", "H", "H", "H", "H", "H", "H"], "xyz": [[-0.079, 0.741, 0.562], [4.126, -0.122, 1.740], [4.861, 0.745, 0.844], [4.176, 1.571, 0.039], [2.734, 1.582, 0.042], [2.045, 0.458, 0.641], [2.803, -0.237, 1.657], [1.929, 2.588, -0.392], [2.401, 3.731, -1.140], [1.546, 4.677, -1.557], [0.152, 4.564, -1.242], [-0.289, 3.494, -0.549], [0.559, 2.472, -0.123], [-1.686, 3.281, -0.155], [-2.709, 4.205, -0.355], [-3.979, 3.897, 0.086], [-4.204, 2.679, 0.719], [-3.144, 1.813, 0.872], [-1.910, 2.108, 0.446], [4.642, -0.691, 2.500], [5.940, 0.747, 0.861], [4.694, 2.269, -0.603], [2.204, -0.873, 2.292], [3.455, 3.805, -1.363], [1.895, 5.528, -2.125], [-0.533, 5.336, -1.557], [-2.508, 5.149, -0.837], [-4.788, 4.601, -0.054], [-5.181, 2.406, 1.088], [-3.266, 0.857, 1.362], [0.178, -4.885, 1.684], [-0.827, -3.877, 2.173], [-0.984, -2.870, 1.132], [-1.673, -1.480, 1.410], [-1.529, -0.656, 0.136], [-0.605, -0.209, 3.117], [-3.180, -1.729, 1.779], [-4.155, -2.174, 0.776], [-4.246, -3.677, 0.741], [0.303, -5.670, 2.429], [1.147, -4.414, 1.518], [-0.152, -5.345, 0.754], [-0.490, -3.375, 3.083], [-1.806, -4.320, 2.356], [-3.867, -1.749, -0.186], [-5.086, -1.713, 1.097], [-3.319, -4.121, 0.379], [-5.045, -3.974, 0.061], [-4.477, -4.074, 1.729], [1.006, 0.393, -2.639], [1.578, -0.706, -1.740], [0.834, -2.011, -2.065], [3.069, -0.907, -2.025], [1.313, -0.481, -0.249], [1.081, 0.081, -3.682], [1.534, 1.340, -2.541], [-0.059, 0.565, -2.438], [0.917, -2.227, -3.130], [-0.225, -1.939, -1.810], [1.260, -2.853, -1.515], [3.618, 0.033, -1.995], [3.524, -1.587, -1.303], [3.198, -1.338, -3.020], [1.278, -1.434, 0.285]], "atomic_forces_ev_per_a": [[-0.568, 0.003, 0.110], [-0.100, -0.057, 0.041], [0.044, 0.024, -0.027], [-0.092, 0.016, -0.047], [0.136, 0.050, 0.087], [-0.076, -0.157, -0.086], [-0.019, 0.039, -0.019], [0.025, 0.102, -0.059], [0.055, -0.047, 0.047], [-0.027, -0.011, 0.008], [-0.086, -0.031, 0.049], [0.187, -0.035, -0.004], [0.191, 0.163, -0.112], [-0.081, 0.174, -0.026], [0.042, -0.065, 0.035], [0.006, -0.029, 0.010], [0.001, 0.010, 0.002], [0.024, -0.001, 0.015], [0.222, -0.348, -0.196], [0.022, 0.009, 0.001], [0.008, 0.004, -0.010], [0.020, 0.000, 0.010], [0.065, -0.010, 0.022], [0.000, 0.003, 0.001], [0.018, 0.006, -0.005], [-0.015, -0.007, 0.006], [0.003, 0.012, -0.006], [-0.009, 0.003, 0.001], [-0.008, 0.006, 0.002], [-0.038, 0.012, -0.013], [0.011, -0.029, 0.015], [-0.046, 0.093, -0.022], [-0.008, -0.011, -0.037], [-0.014, -0.057, 0.088], [0.126, -0.012, 0.109], [0.018, -0.029, 0.158], [0.014, -0.003, -0.009], [0.063, 0.106, 0.012], [-0.007, -0.027, -0.033], [-0.008, 0.003, 0.013], [0.006, 0.009, -0.006], [-0.013, 0.005, -0.009], [0.006, -0.037, 0.002], [0.022, -0.029, 0.016], [-0.033, -0.035, -0.008], [-0.016, -0.043, -0.013], [0.012, -0.004, 0.011], [-0.015, 0.012, -0.004], [-0.001, -0.002, 0.013], [-0.073, 0.048, -0.068], [0.011, -0.122, 0.029], [-0.021, -0.006, -0.007], [0.023, 0.008, -0.021], [0.008, 0.311, -0.131], [0.016, 0.007, 0.002], [0.020, -0.005, 0.018], [0.034, -0.025, 0.014], [0.004, 0.000, -0.003], [-0.002, 0.010, 0.003], [0.011, -0.005, 0.013], [0.002, 0.010, 0.015], [-0.011, -0.022, 0.004], [-0.009, 0.010, -0.013], [-0.079, 0.033, 0.013]]}

***

# 2
{"formula": "C24H31N5O3S2", "method": "ωB97M-V with the def2-TZVPD basis set", "e_above_lowest_kj_mol": 1823.2, "smiles": "CCNC(=O)CSc1nnc(-c2cccc(S(=O)(=O)N(CC)CC)c2)n1CCc1ccccc1", "symbols": ["C", "C", "N", "C", "O", "C", "H", "H", "S", "C", "N", "N", "C", "N", "C", "H", "H", "C", "C", "C", "C", "C", "C", "C", "H", "H", "H", "H", "H", "H", "H", "C", "C", "C", "C", "C", "C", "H", "S", "O", "O", "N", "C", "C", "H", "H", "H", "H", "H", "C", "C", "H", "H", "H", "H", "H", "H", "H", "H", "H", "H", "H", "H", "H", "H"], "xyz": [[1.819, 3.155, -0.539], [3.257, 3.021, -1.349], [4.310, 2.679, -0.472], [4.855, 1.393, -0.640], [4.685, 0.523, -1.730], [5.720, 0.993, 0.560], [5.617, 1.630, 1.524], [6.773, 1.063, 0.001], [5.356, -0.585, 0.981], [3.743, -0.415, 1.301], [3.085, 0.969, 1.642], [1.717, 0.666, 1.538], [1.606, -0.867, 1.242], [2.789, -1.258, 1.183], [3.008, -2.664, 0.456], [2.145, -3.355, 1.009], [4.004, -3.173, 1.037], [3.047, -2.621, -0.870], [1.874, -1.991, -1.575], [1.589, -0.740, -1.824], [0.350, -0.345, -2.505], [-0.805, -1.105, -2.309], [-0.549, -2.397, -1.985], [0.613, -2.906, -1.390], [0.783, -3.811, -1.478], [-1.304, -3.161, -2.090], [-1.633, -1.036, -2.822], [0.322, 0.844, -2.774], [2.393, -0.162, -1.807], [3.364, -3.599, -1.258], [3.888, -1.765, -1.293], [0.213, -1.268, 1.130], [-0.072, -2.442, 1.809], [-1.412, -3.099, 1.623], [-2.379, -2.296, 0.976], [-1.963, -0.783, 0.516], [-0.705, -0.473, 0.447], [-0.499, 0.513, 0.485], [-3.268, 0.000, -0.386], [-2.745, 1.246, -0.881], [-3.874, -1.007, -1.122], [-4.421, 0.408, 1.089], [-5.799, 0.274, 0.586], [-6.193, 1.171, -0.487], [-5.660, 1.212, -1.485], [-7.038, 1.089, -0.759], [-5.927, 2.230, -0.145], [-5.788, -0.840, 0.241], [-6.209, 0.579, 1.390], [-3.875, 1.311, 1.886], [-3.711, 2.771, 1.400], [-3.274, 2.876, 0.410], [-4.556, 3.194, 1.345], [-3.075, 3.197, 2.265], [-4.190, 1.030, 2.881], [-2.673, 1.013, 2.218], [-3.372, -2.656, 0.752], [-1.725, -3.930, 2.112], [0.654, -2.961, 2.363], [4.325, 3.028, 0.747], [3.458, 3.923, -1.866], [3.096, 2.285, -2.058], [1.024, 3.369, -1.401], [1.653, 3.933, 0.210], [1.557, 2.124, -0.057]], "atomic_forces_ev_per_a": [[-0.800, -1.803, -2.609], [-3.430, 2.138, 2.940], [2.146, -2.618, 3.779], [-1.783, -1.202, -3.403], [0.835, 5.318, 6.099], [1.930, 3.327, -1.802], [0.398, -0.437, -2.092], [-1.755, -0.390, 1.963], [2.264, -4.314, 0.735], [-2.054, 7.774, 2.253], [-1.890, -6.153, -1.626], [3.292, -3.810, -0.113], [-4.550, 10.537, 1.982], [2.533, -7.371, -3.057], [0.459, -2.388, 12.410], [1.931, 1.777, -1.940], [-2.430, 1.631, -1.866], [3.377, 4.130, -9.360], [-4.933, -6.731, 3.863], [-3.393, 0.465, -3.146], [0.227, 3.628, 2.505], [5.918, 0.425, -0.786], [1.017, -3.847, 2.820], [0.695, 11.352, -3.524], [1.287, -8.967, 0.193], [-0.638, 0.132, -0.106], [-4.545, 1.631, -2.273], [-0.155, -3.209, 0.312], [3.154, 3.385, -0.134], [-0.320, 0.324, -0.214], [-1.221, -2.566, 1.523], [2.131, -3.411, 1.467], [-3.924, -0.775, -2.038], [0.958, 6.463, -1.733], [2.858, 2.383, -0.249], [-4.829, -6.704, 0.317], [1.084, -0.532, 2.383], [1.262, 3.409, -1.464], [0.860, 3.453, 6.022], [-0.193, -0.598, -0.918], [-1.839, -2.043, -2.528], [1.533, -5.038, -6.888], [5.058, -4.078, -4.428], [11.806, 4.674, 0.821], [0.192, -0.957, 1.158], [-11.790, -0.896, -2.952], [-1.011, -1.093, -0.306], [-1.057, 1.859, 1.104], [-4.442, 0.915, 5.693], [5.373, 2.117, 2.503], [6.219, -2.819, 2.954], [0.513, -0.333, 0.450], [-6.562, 3.589, -0.005], [-0.885, 0.115, -1.743], [-0.954, 1.297, 0.806], [-2.766, 0.178, -1.467], [-0.092, 0.185, 0.163], [-0.469, -2.702, 1.155], [0.890, -0.382, 0.685], [-0.436, -1.477, -5.343], [0.208, 1.118, -0.438], [0.028, -1.695, -1.244], [1.514, -0.500, 1.836], [0.703, 0.052, -0.098], [0.496, 2.059, -0.997]]}

***

# 3
{"formula": "C24H31NO4", "method": "ωB97M-V with the def2-TZVPD basis set", "e_above_lowest_kj_mol": 41.8, "smiles": "CCOC(=O)[C@H]1CCCN(C[C@@H](O)COC(c2ccccc2)c2ccccc2)C1", "symbols": ["C", "C", "H", "H", "O", "C", "O", "C", "C", "N", "C", "H", "C", "O", "H", "C", "O", "C", "C", "C", "C", "C", "C", "C", "H", "H", "H", "H", "H", "C", "C", "C", "C", "C", "C", "H", "H", "H", "H", "H", "H", "H", "H", "H", "H", "C", "C", "C", "H", "H", "H", "H", "H", "H", "H", "H", "H", "H", "H", "H"], "xyz": [[2.910, 5.056, -5.161], [2.057, 4.050, -5.921], [2.640, 3.541, -6.692], [1.195, 4.551, -6.373], [1.590, 3.011, -5.060], [0.489, 3.266, -4.342], [-0.132, 4.296, -4.410], [0.154, 2.124, -3.416], [1.193, 2.104, -2.265], [0.970, 1.042, -1.319], [-0.108, 1.267, -0.374], [-0.675, 2.174, -0.602], [0.469, 1.428, 1.043], [-0.590, 1.817, 1.895], [-0.254, 1.900, 2.794], [1.174, 0.138, 1.503], [0.466, -1.052, 1.260], [-0.695, -1.238, 2.060], [-0.355, -1.342, 3.535], [0.639, -2.220, 3.948], [0.957, -2.333, 5.289], [0.280, -1.573, 6.229], [-0.712, -0.698, 5.823], [-1.026, -0.579, 4.480], [-1.796, 0.111, 4.163], [-1.241, -0.102, 6.553], [0.527, -1.663, 7.277], [1.733, -3.016, 5.602], [1.160, -2.807, 3.207], [-1.378, -2.521, 1.645], [-2.666, -2.781, 2.098], [-3.298, -3.964, 1.764], [-2.652, -4.898, 0.972], [-1.370, -4.643, 0.518], [-0.733, -3.461, 0.855], [0.266, -3.255, 0.504], [-0.861, -5.368, -0.101], [-3.147, -5.822, 0.711], [-4.299, -4.157, 2.121], [-3.171, -2.053, 2.716], [-1.391, -0.400, 1.912], [2.095, 0.036, 0.925], [1.428, 0.225, 2.572], [1.235, 2.220, 1.021], [-0.807, 0.429, -0.363], [0.952, -0.254, -1.969], [-0.084, -0.342, -3.094], [0.167, 0.763, -4.117], [-0.596, 0.739, -4.898], [1.141, 0.615, -4.587], [-0.023, -1.320, -3.574], [-1.088, -0.234, -2.677], [0.766, -1.013, -1.208], [1.950, -0.422, -2.387], [1.183, 3.059, -1.735], [2.186, 1.962, -2.704], [-0.839, 2.319, -2.998], [2.307, 5.558, -4.409], [3.301, 5.798, -5.852], [3.740, 4.553, -4.671]], "atomic_forces_ev_per_a": [[-0.263, -0.326, -0.039], [0.075, 0.506, -0.231], [-0.108, 0.045, 0.079], [0.158, -0.130, 0.000], [0.159, -0.282, 0.057], [-0.405, -0.008, 0.229], [0.036, 0.107, -0.051], [0.317, -0.064, 0.021], [-0.103, 0.179, -0.148], [0.041, -0.062, 0.137], [0.130, 0.193, 0.550], [-0.043, -0.031, -0.049], [0.373, -0.377, -0.306], [-0.316, 0.086, 0.235], [-0.019, -0.012, -0.053], [0.162, 0.554, -0.035], [-0.367, -0.289, 0.054], [-0.250, -0.031, 0.099], [0.078, 0.246, -0.029], [-0.021, 0.054, 0.000], [0.071, -0.077, -0.058], [-0.045, 0.060, 0.121], [-0.013, 0.009, 0.178], [0.047, -0.038, -0.165], [-0.081, 0.072, -0.064], [-0.036, 0.042, 0.064], [0.018, -0.005, 0.080], [0.061, -0.056, 0.028], [0.066, -0.087, -0.071], [0.078, 0.063, -0.221], [0.058, 0.019, -0.058], [-0.082, 0.025, 0.055], [-0.008, -0.112, -0.052], [-0.031, -0.123, -0.022], [0.047, 0.136, 0.005], [0.097, 0.010, -0.051], [0.037, -0.058, -0.048], [-0.038, -0.067, -0.023], [-0.080, -0.011, 0.024], [-0.064, 0.081, 0.078], [0.139, -0.163, 0.060], [-0.004, 0.082, 0.108], [0.036, 0.005, -0.138], [-0.037, -0.128, -0.082], [-0.072, 0.022, -0.048], [-0.175, -0.226, -0.093], [0.283, 0.087, 0.018], [-0.216, -0.020, 0.123], [0.063, -0.002, -0.069], [0.004, -0.013, -0.054], [-0.066, -0.054, 0.011], [-0.079, -0.066, 0.027], [0.071, -0.039, -0.042], [0.010, -0.099, -0.016], [0.065, 0.031, -0.037], [-0.005, 0.100, -0.011], [0.085, 0.074, -0.082], [-0.012, 0.076, 0.039], [0.068, 0.101, -0.059], [0.106, -0.008, 0.022]]}

***

# 4
{"formula": "C24H32AsF6N4OPSTi", "method": "ωB97M-V with the def2-TZVPD basis set", "charge": 2, "e_above_lowest_kj_mol": 261.7, "symbols": ["Ti", "C", "C", "C", "C", "C", "C", "N", "C", "C", "C", "C", "C", "C", "N", "N", "C", "C", "C", "C", "C", "N", "H", "H", "H", "H", "H", "H", "H", "H", "H", "H", "H", "H", "H", "C", "P", "C", "C", "H", "H", "H", "H", "H", "H", "H", "H", "H", "C", "C", "S", "O", "C", "C", "H", "H", "H", "H", "H", "H", "H", "H", "H", "H", "F", "As", "F", "F", "F", "F", "F"], "xyz": [[0.437, -0.341, -0.565], [-2.055, -2.200, 3.871], [-2.788, -1.296, 3.104], [-2.365, -1.021, 1.772], [-1.284, -1.705, 1.290], [-0.556, -2.612, 2.045], [-1.009, -2.905, 3.302], [-0.869, -1.550, -0.098], [-1.503, -2.507, -0.985], [-2.672, -3.162, -0.770], [-3.148, -4.071, -1.738], [-2.454, -4.390, -2.899], [-1.138, -3.771, -3.041], [-0.789, -2.764, -2.175], [0.452, -2.056, -2.085], [1.443, -2.472, -2.653], [2.647, -1.687, -2.277], [3.698, -1.823, -3.159], [4.860, -1.114, -2.798], [4.864, -0.203, -1.756], [3.751, -0.116, -0.977], [2.617, -0.860, -1.238], [-2.360, -2.452, 4.882], [-3.647, -0.826, 3.593], [-2.925, -0.363, 1.138], [0.129, -3.269, 1.556], [-0.455, -3.560, 3.903], [-3.244, -3.100, 0.170], [-4.113, -4.549, -1.513], [-2.765, -5.122, -3.614], [-0.454, -4.006, -3.876], [3.748, -2.502, -3.981], [5.723, -1.260, -3.381], [5.824, 0.242, -1.570], [3.635, 0.542, -0.150], [0.239, 0.606, 3.113], [1.582, 0.292, 1.831], [2.614, -0.940, 2.626], [2.498, 1.849, 2.002], [-0.657, 0.067, 2.909], [0.073, 1.712, 3.038], [0.723, 0.232, 4.071], [2.075, -1.840, 2.813], [3.117, -0.496, 3.421], [3.401, -1.328, 1.932], [3.534, 1.587, 1.702], [2.542, 2.147, 3.037], [2.184, 2.579, 1.260], [-2.567, 3.257, -1.837], [-2.830, 2.115, -0.814], [-1.882, 1.942, 0.714], [-0.546, 1.271, 0.283], [-1.489, 3.664, 1.036], [-2.647, 4.305, 1.742], [-3.011, 4.228, -1.695], [-3.060, 2.891, -2.798], [-1.491, 3.352, -2.024], [-2.779, 1.120, -1.279], [-3.876, 2.298, -0.455], [-1.279, 4.223, 0.160], [-0.492, 3.768, 1.656], [-2.969, 3.719, 2.619], [-3.428, 4.463, 1.009], [-2.423, 5.232, 2.292], [2.278, 2.222, -0.961], [1.727, 2.513, -2.595], [2.944, 1.393, -3.184], [2.607, 3.914, -2.929], [0.868, 2.430, -4.007], [0.481, 3.374, -1.810], [0.701, 0.692, -2.207]], "atomic_forces_ev_per_a": [[0.732, 1.636, 0.427], [-0.782, -0.031, -0.265], [0.447, 0.107, -0.205], [-1.148, -0.521, 1.714], [0.881, 0.315, -1.118], [-1.142, -0.372, -0.450], [0.298, 1.126, 0.404], [-0.904, -1.010, -0.025], [0.814, 0.907, -0.599], [-1.095, -0.830, 0.665], [-0.512, -0.297, -0.169], [2.567, 1.472, 1.076], [-1.427, -0.426, -1.057], [0.368, -0.121, 1.208], [-0.881, 0.485, 0.500], [1.860, 0.698, 0.298], [-1.053, -0.766, -1.833], [1.475, 0.700, 1.595], [-1.642, -0.213, -0.457], [0.800, -1.199, -0.369], [-2.003, -1.027, -0.114], [0.399, 0.462, 0.617], [-0.014, 0.214, -0.107], [0.255, 0.048, -0.588], [-0.208, 0.087, -0.131], [0.781, -0.025, -0.188], [0.525, -1.176, 0.713], [0.431, 0.257, -0.590], [0.520, 0.167, -0.286], [-0.282, -0.218, -0.176], [-0.595, 0.035, 0.474], [-0.476, -0.314, -0.279], [1.014, -0.037, -0.592], [-0.139, 0.672, 0.481], [0.272, 0.340, 0.400], [1.946, 0.363, -0.121], [-1.543, -0.041, 0.354], [0.862, -0.908, -2.759], [1.419, -1.002, -1.323], [-0.465, -0.257, 0.045], [0.055, -1.040, 0.617], [-0.839, 0.918, -0.892], [-0.679, -0.420, 0.812], [0.645, 0.425, 1.799], [-0.396, 0.652, 0.263], [-0.332, 0.327, 0.247], [-0.271, 0.343, 0.224], [-0.302, 0.285, 0.444], [0.418, -1.768, -1.501], [-1.628, 1.174, -0.138], [0.566, 0.520, -0.593], [0.431, -0.532, -0.745], [2.564, 0.650, 2.055], [-0.490, -0.075, 1.482], [-0.177, 0.187, 0.828], [0.760, 0.386, 1.098], [-0.532, 0.107, -0.153], [-0.037, 0.270, 0.175], [0.674, -0.647, -0.045], [0.274, 0.036, -1.254], [-1.925, -0.800, -1.000], [-0.363, -0.322, -0.636], [-0.520, 0.169, 0.316], [0.355, 0.077, -0.948], [0.239, -0.235, -0.446], [1.719, -0.253, 0.686], [-1.024, 0.894, 0.410], [0.090, -0.415, 0.163], [-0.648, -0.236, -0.917], [-0.485, -0.096, -0.062], [-0.498, 0.119, 0.541]]}

***

HOMO energy / eV: -9.42, -7.48, -8.27, -14.42
DFT total energy / eV: -75699.466, -60636.471, -35071.433, -153786.936